{
  "formula": "C24H29N2O3",
  "method": "ωB97M-V/def2-TZVPD",
  "smiles": "COc1ccccc1N1CC[NH+](C[C@H](O)COc2cccc3ccccc23)CC1",
  "charge": 1,
  "gap_ev": 8.3,
  "lumo_ev": -2.1,
  "homo_ev": -10.385,
  "symbols": ["C", "H", "H", "H", "O", "C", "C", "C", "C", "C", "C", "N", "C", "C", "N", "H", "C", "H", "H", "C", "C", "O", "C", "C", "C", "C", "C", "C", "C", "C", "C", "C", "H", "H", "H", "H", "H", "H", "H", "H", "H", "O", "H", "H", "C", "C", "H", "H", "H", "H", "H", "H", "H", "H", "H", "H", "H", "H"],
  "coordinates": [[-4.573, -0.866, -1.880], [-4.084, -1.669, -1.328], [-5.443, -0.519, -1.316], [-4.894, -1.244, -2.854], [-3.602, 0.150, -2.014], [-3.912, 1.256, -2.776], [-5.182, 1.498, -3.285], [-5.452, 2.648, -4.006], [-4.450, 3.571, -4.237], [-3.179, 3.328, -3.755], [-2.884, 2.182, -3.023], [-1.552, 2.019, -2.592], [-0.957, 3.009, -1.741], [-0.946, 2.540, -0.275], [-0.194, 1.269, -0.184], [0.767, 1.451, -0.555], [0.071, 0.840, 1.203], [-0.765, 1.092, 1.854], [0.225, -0.242, 1.216], [1.386, 1.517, 1.671], [2.008, 0.708, 2.811], [2.362, -0.523, 2.224], [2.996, -1.481, 2.997], [3.291, -1.329, 4.324], [3.934, -2.365, 5.022], [4.271, -3.528, 4.394], [3.979, -3.714, 3.026], [4.313, -4.903, 2.347], [4.022, -5.062, 1.020], [3.382, -4.036, 0.311], [3.043, -2.870, 0.940], [3.330, -2.678, 2.306], [2.552, -2.078, 0.393], [3.160, -4.173, -0.737], [4.283, -5.976, 0.509], [4.807, -5.690, 2.898], [4.765, -4.322, 4.933], [4.158, -2.220, 6.067], [3.040, -0.425, 4.857], [1.284, 0.575, 3.625], [2.893, 1.229, 3.198], [2.259, 1.575, 0.568], [2.846, 0.804, 0.616], [1.200, 2.547, 1.995], [-0.844, 0.241, -1.024], [-0.915, 0.740, -2.477], [-1.448, 0.009, -3.081], [0.109, 0.830, -2.868], [-0.272, -0.685, -0.974], [-1.854, 0.070, -0.649], [-0.471, 3.288, 0.360], [-1.968, 2.362, 0.067], [-1.516, 3.941, -1.812], [0.077, 3.200, -2.059], [-2.383, 4.028, -3.957], [-4.650, 4.468, -4.801], [-6.448, 2.814, -4.383], [-5.979, 0.796, -3.108]]
}

{
  "formula": "C24H29N3O5",
  "method": "ωB97M-V/def2-TZVPD",
  "smiles": "COc1ccc(/C=C(/NC(=O)c2ccccc2)C(=O)NCCN2CCOCC2)cc1OC",
  "charge": 0,
  "gap_ev": 7.9,
  "lumo_ev": 0.2,
  "homo_ev": -7.704,
  "symbols": ["C", "H", "O", "C", "C", "C", "C", "C", "C", "O", "C", "H", "H", "H", "H", "C", "C", "N", "C", "O", "C", "C", "C", "C", "C", "C", "H", "H", "H", "H", "H", "H", "C", "O", "N", "H", "C", "H", "H", "C", "N", "C", "C", "O", "C", "C", "H", "H", "H", "H", "H", "H", "H", "H", "H", "H", "H", "H", "H", "H", "H"],
  "coordinates": [[-7.165, -1.512, -0.963], [-8.229, -1.654, -0.776], [-6.800, -0.376, -0.220], [-5.500, 0.022, -0.246], [-4.491, -0.581, -0.980], [-3.193, -0.100, -0.935], [-2.873, 0.999, -0.150], [-3.897, 1.630, 0.570], [-5.192, 1.155, 0.543], [-6.242, 1.695, 1.223], [-6.001, 2.806, 2.048], [-5.643, 3.668, 1.473], [-5.279, 2.573, 2.839], [-6.961, 3.050, 2.499], [-3.646, 2.490, 1.171], [-1.531, 1.548, -0.073], [-0.384, 0.878, -0.245], [0.851, 1.560, -0.113], [1.901, 1.531, -0.975], [1.884, 0.947, -2.048], [3.097, 2.280, -0.508], [3.440, 2.357, 0.840], [4.589, 3.025, 1.223], [5.398, 3.624, 0.270], [5.067, 3.541, -1.072], [3.926, 2.864, -1.461], [3.657, 2.777, -2.503], [5.701, 3.999, -1.816], [6.291, 4.148, 0.575], [4.856, 3.075, 2.268], [2.833, 1.869, 1.589], [0.886, 2.256, 0.619], [-0.310, -0.631, -0.307], [-0.738, -1.296, 0.619], [0.258, -1.143, -1.409], [0.739, -0.507, -2.042], [0.492, -2.558, -1.556], [-0.057, -3.059, -0.755], [0.088, -2.885, -2.521], [1.985, -2.945, -1.511], [2.702, -2.753, -0.273], [3.097, -1.395, 0.041], [4.147, -1.460, 1.151], [3.619, -2.067, 2.306], [3.157, -3.367, 2.017], [2.106, -3.363, 0.903], [1.822, -4.391, 0.668], [1.217, -2.813, 1.251], [2.735, -3.753, 2.946], [4.005, -3.998, 1.707], [4.467, -0.458, 1.444], [5.016, -2.031, 0.791], [3.520, -0.921, -0.847], [2.253, -0.790, 0.407], [2.048, -4.011, -1.757], [2.518, -2.385, -2.284], [-1.473, 2.609, 0.149], [-2.435, -0.576, -1.534], [-4.706, -1.436, -1.600], [-7.005, -1.361, -2.036], [-6.618, -2.402, -0.635]]
}

{
  "formula": "C24H29N5O9P3PbS2",
  "method": "ωB97M-V/def2-TZVPD",
  "charge": -2,
  "gap_ev": [5.2, 7.1],
  "lumo_ev": [4.6, 4.3],
  "spin_multiplicity": 2,
  "homo_ev": [-0.611, -2.781],
  "s_squared": 0.77,
  "symbols": ["Pb", "C", "C", "C", "C", "N", "C", "N", "C", "N", "C", "N", "C", "C", "C", "C", "C", "N", "C", "C", "C", "C", "C", "C", "H", "H", "H", "H", "H", "H", "H", "H", "H", "H", "H", "H", "C", "C", "O", "P", "O", "O", "O", "P", "O", "O", "O", "H", "H", "H", "H", "H", "H", "H", "C", "C", "O", "P", "S", "S", "O", "C", "C", "H", "H", "H", "H", "H", "H", "H", "H", "H", "H"],
  "coordinates": [[0.340, -0.539, 0.051], [3.395, -4.059, -1.001], [2.717, -5.260, -1.235], [1.349, -5.267, -1.221], [0.625, -4.068, -0.981], [1.295, -2.911, -0.771], [2.637, -2.932, -0.774], [-0.719, -4.184, -0.945], [-1.582, -3.181, -0.896], [-1.407, -1.813, -1.000], [-2.633, -1.221, -0.939], [-2.963, 0.096, -0.952], [-2.168, 1.117, -1.338], [-2.802, 2.384, -1.473], [-2.081, 3.477, -1.867], [-0.717, 3.334, -2.146], [-0.158, 2.091, -1.966], [-0.841, 1.005, -1.568], [-3.654, -2.212, -0.771], [-5.045, -2.138, -0.639], [-5.748, -3.314, -0.491], [-5.087, -4.563, -0.485], [-3.715, -4.640, -0.620], [-2.997, -3.452, -0.756], [4.474, -3.995, -0.983], [3.265, -6.178, -1.418], [0.773, -6.168, -1.384], [3.124, -1.984, -0.578], [-3.864, 2.438, -1.268], [-2.565, 4.443, -1.959], [-0.100, 4.168, -2.450], [0.905, 1.937, -2.113], [-5.545, -1.177, -0.644], [-6.826, -3.286, -0.377], [-5.670, -5.470, -0.369], [-3.192, -5.588, -0.615], [-0.955, 0.901, 4.523], [-1.871, 1.423, 3.427], [-2.982, 2.086, 4.043], [-2.518, 0.037, 2.439], [-3.575, 0.663, 1.476], [-3.362, -0.826, 3.510], [-1.498, -0.853, 1.809], [-0.933, 2.613, 2.336], [-2.191, 3.430, 1.676], [-0.184, 3.555, 3.197], [-0.274, 1.799, 1.261], [-1.513, 0.258, 5.205], [-0.546, 1.753, 5.063], [-0.131, 0.332, 4.090], [-3.308, 2.716, 3.384], [-3.446, 0.422, 0.457], [-3.290, -1.756, 3.262], [-2.446, 3.002, 0.845], [6.452, 1.182, -3.125], [5.897, 2.004, -1.981], [5.694, 1.161, -0.847], [4.193, 0.950, -0.279], [4.262, -0.266, 1.251], [2.982, 0.480, -1.797], [3.910, 2.474, 0.172], [2.643, 2.768, 0.793], [2.630, 4.216, 1.215], [6.666, 1.820, -3.987], [5.721, 0.427, -3.415], [7.373, 0.680, -2.823], [4.959, 2.478, -2.276], [6.595, 2.789, -1.677], [2.507, 2.112, 1.654], [1.839, 2.560, 0.086], [3.459, 4.421, 1.895], [1.693, 4.421, 1.734], [2.723, 4.875, 0.347]]
}

{
  "formula": "C24H29N7O2S",
  "method": "ωB97M-V/def2-TZVPD",
  "smiles": "C=CCn1c(SCc2nc3c(c(=O)[nH]c(=O)n3CCCC)n2CCC)nnc1-c1ccccc1",
  "charge": 0,
  "gap_ev": 8.6,
  "lumo_ev": 0.5,
  "homo_ev": -8.138,
  "symbols": ["C", "C", "C", "N", "C", "N", "N", "C", "C", "C", "C", "C", "C", "C", "H", "H", "H", "H", "H", "S", "C", "C", "N", "C", "C", "N", "C", "H", "C", "C", "H", "H", "H", "H", "H", "H", "C", "O", "N", "C", "O", "N", "C", "C", "C", "C", "H", "H", "H", "H", "H", "H", "H", "H", "H", "H", "H", "H", "H", "H", "H", "H", "H"],
  "coordinates": [[0.527, 3.839, -3.054], [1.599, 3.221, -2.599], [1.599, 2.040, -1.668], [0.285, 1.592, -1.308], [-0.470, 0.695, -2.005], [-1.619, 0.496, -1.418], [-1.632, 1.238, -0.307], [-0.507, 1.906, -0.232], [-0.141, 2.763, 0.881], [-0.554, 2.382, 2.158], [-0.206, 3.142, 3.257], [0.552, 4.291, 3.095], [0.944, 4.686, 1.827], [0.601, 3.930, 0.720], [0.881, 4.268, -0.267], [1.518, 5.592, 1.696], [0.829, 4.882, 3.954], [-0.522, 2.836, 4.243], [-1.147, 1.486, 2.265], [0.136, -0.191, -3.372], [-0.522, -1.858, -2.926], [-0.610, -2.010, -1.459], [0.428, -1.837, -0.650], [-0.071, -1.966, 0.596], [-1.432, -2.237, 0.544], [-1.757, -2.251, -0.789], [-3.087, -2.444, -1.304], [-3.278, -1.695, -2.076], [-3.286, -3.862, -1.845], [-4.702, -4.043, -2.374], [-4.902, -3.343, -3.183], [-4.841, -5.053, -2.750], [-5.425, -3.867, -1.582], [-2.563, -4.064, -2.639], [-3.104, -4.574, -1.037], [-3.776, -2.271, -0.475], [-2.219, -2.406, 1.729], [-3.400, -2.662, 1.829], [-1.416, -2.236, 2.857], [-0.067, -1.946, 2.958], [0.466, -1.805, 4.035], [0.616, -1.850, 1.768], [2.021, -1.491, 1.763], [2.185, 0.007, 1.505], [3.639, 0.470, 1.553], [4.493, -0.121, 0.437], [5.478, 0.341, 0.432], [4.029, 0.047, -0.532], [4.624, -1.191, 0.572], [4.068, 0.205, 2.520], [3.652, 1.561, 1.477], [1.610, 0.553, 2.258], [1.757, 0.225, 0.526], [2.502, -2.070, 0.974], [2.428, -1.759, 2.740], [-1.892, -2.318, 3.749], [0.197, -2.552, -3.359], [-1.494, -1.970, -3.400], [2.109, 1.203, -2.163], [2.148, 2.289, -0.753], [2.591, 3.543, -2.885], [0.601, 4.679, -3.722], [-0.473, 3.537, -2.784]]
}

Number 1: total energy -1266.9340 hartree. Number 2: total energy -1472.3896 hartree. Number 3: total energy -3896.7137 hartree. Number 4: total energy -1863.9834 hartree.